(1)
Formula: C41H34BaN6O7P2S5
Source: OMol25
Level of theory: wB97M-V/def2-TZVPD

Element x y z (Å)
Ba -19.440 10.621 1.529
S -20.897 6.443 2.643
C -22.545 6.221 2.981
C -22.874 5.116 3.838
C -24.191 4.881 4.192
C -25.202 5.710 3.709
C -24.916 6.764 2.914
C -23.615 7.075 2.631
S -23.445 8.647 1.951
C -22.524 9.496 3.269
C -22.806 10.955 3.151
C -23.570 11.528 4.184
C -23.889 12.861 4.112
C -23.589 13.589 2.979
C -22.888 12.897 1.986
C -22.704 13.618 0.710
S -24.030 13.171 -0.474
C -23.157 12.372 -1.775
C -24.017 11.674 -2.601
C -23.592 11.002 -3.771
C -22.271 11.111 -4.145
C -21.360 11.872 -3.389
C -21.780 12.418 -2.164
S -20.525 12.978 -1.136
N -22.411 11.637 2.102
H -22.081 4.440 4.205
H -24.498 3.970 4.766
H -26.243 5.476 3.931
H -25.671 7.359 2.392
H -21.462 9.204 3.139
H -22.863 9.097 4.254
H -23.837 10.922 5.037
H -24.431 13.280 4.935
H -23.953 14.576 2.739
H -21.627 13.599 0.284
H -22.955 14.695 0.822
H -25.079 11.725 -2.315
H -24.347 10.490 -4.398
H -22.026 10.712 -5.122
H -20.336 12.017 -3.665
N -18.877 8.079 -2.962
C -19.891 7.208 -3.339
C -19.857 6.391 -4.489
C -21.007 5.750 -4.916
C -22.213 5.894 -4.214
C -22.231 6.578 -3.002
C -21.039 7.205 -2.572
S -21.032 7.856 -1.035
N -19.862 9.002 -1.006
C -18.936 8.991 -1.935
C -17.859 10.004 -1.965
C -17.264 10.438 -3.208
C -16.114 11.242 -3.164
C -15.579 11.640 -1.929
C -16.326 11.337 -0.799
N -17.385 10.524 -0.812
H -17.981 8.002 -3.442
H -18.937 6.271 -5.043
H -20.979 5.296 -5.911
H -23.122 5.362 -4.564
H -23.120 6.578 -2.377
H -17.721 10.066 -4.140
H -15.644 11.526 -4.095
H -14.665 12.195 -1.847
H -16.103 11.795 0.154
C -16.758 6.518 1.493
C -16.632 5.911 2.756
C -17.110 6.581 3.872
C -17.703 7.854 3.695
N -17.830 8.449 2.470
C -17.264 7.826 1.415
C -18.082 8.652 4.804
C -17.442 8.496 6.052
C -17.899 9.187 7.173
C -18.893 10.182 6.942
C -19.391 10.369 5.671
N -19.030 9.596 4.650
H -16.444 5.960 0.623
H -16.198 4.928 2.785
H -17.037 6.167 4.896
H -17.284 8.430 0.468
H -16.614 7.805 6.128
H -17.504 9.008 8.148
H -19.178 10.887 7.735
H -20.039 11.176 5.387
O -16.532 14.780 1.130
P -18.132 14.433 0.829
O -18.700 15.688 0.300
O -18.212 13.065 0.253
O -18.610 14.217 2.449
P -18.562 12.966 3.512
O -17.907 13.597 4.939
O -20.036 12.518 3.766
O -17.691 11.818 2.999
H -16.257 14.322 1.999
H -17.692 14.534 5.006

Output
**HOMO energy (alpha / beta)**: -1.1 / -1.1 eV
**F_max**: 0.073 hartree/bohr
**Total charge**: -2
**E**: -139800.009 eV

Atomic partial charges in e from the Löwdin method, atoms 1 to 5:
1. Ba 1.70
2. S 0.47
3. C -0.79
4. C -0.16
5. C -0.14

***

(2)
Formula: C41H34F5NO9S
Source: OMol25
Level of theory: wB97M-V/def2-TZVPD

Element x y z (Å)
C -2.797 2.731 3.213
O -2.881 3.968 2.545
C -1.872 4.129 1.533
C -2.324 5.225 0.586
C -1.726 5.124 -0.825
C -2.660 4.331 -1.782
C -2.015 3.156 -2.534
C -1.065 2.243 -1.724
C -1.442 0.776 -1.632
C -0.487 -0.162 -2.051
C -0.765 -1.505 -1.941
C -1.967 -1.940 -1.435
C -2.944 -1.058 -1.035
C -2.662 0.314 -1.127
S -3.922 1.422 -0.534
C -1.973 -3.439 -1.396
O -2.882 -4.163 -1.173
N -0.627 -3.789 -1.695
C 0.058 -4.850 -1.012
F 1.081 -5.290 -1.790
F -0.760 -5.910 -0.860
C 0.623 -4.471 0.337
C 1.315 -5.445 1.060
C 1.865 -5.147 2.300
C 1.760 -3.868 2.842
C 1.065 -2.904 2.122
C 0.913 -1.502 2.648
F 0.978 -0.609 1.633
F -0.264 -1.301 3.252
F 1.887 -1.171 3.499
C 0.492 -3.209 0.888
C 0.077 -2.700 -2.262
O 1.099 -2.733 -2.866
H -3.586 2.044 2.900
H -2.947 2.906 4.280
H -1.820 2.257 3.108
H -1.746 3.159 1.048
H -0.951 4.391 2.060
H -2.026 6.173 1.032
H -3.412 5.225 0.583
H -0.718 4.713 -0.781
H -1.655 6.144 -1.187
H -2.986 5.036 -2.547
H -3.552 4.051 -1.236
H -1.504 3.545 -3.411
H -2.811 2.518 -2.924
H -0.875 2.604 -0.716
H -0.102 2.258 -2.232
H 0.473 0.161 -2.428
H -3.892 -1.392 -0.641
H -4.122 0.867 0.670
H 1.429 -6.453 0.689
H 2.384 -5.908 2.854
H 2.193 -3.617 3.795
H -0.055 -2.426 0.383
O -0.277 -7.774 8.759
C 0.438 -7.299 7.905
C 0.154 -5.965 7.317
C 0.938 -5.444 6.378
C 2.130 -6.174 5.879
O 2.846 -5.697 5.021
C 2.414 -7.506 6.464
C 1.631 -8.028 7.404
H -0.720 -5.449 7.696
H 0.748 -4.474 5.936
H 3.288 -8.020 6.084
H 1.820 -8.998 7.845
O -0.137 12.518 -3.424
C -0.422 11.580 -2.712
C -1.770 11.457 -2.103
C -2.082 10.427 -1.320
C -1.095 9.359 -1.024
O -1.381 8.420 -0.311
C 0.252 9.482 -1.632
C 0.564 10.511 -2.415
H -2.474 12.246 -2.332
H -3.058 10.318 -0.865
H 0.956 8.692 -1.402
H 1.541 10.620 -2.870
O 3.967 -1.864 -6.740
C 4.087 -2.892 -6.108
C 5.332 -3.699 -6.187
C 5.465 -4.828 -5.497
C 4.377 -5.327 -4.618
O 4.504 -6.356 -3.989
C 3.134 -4.521 -4.540
C 3.001 -3.391 -5.231
H 6.112 -3.316 -6.833
H 6.363 -5.432 -5.539
H 2.352 -4.899 -3.894
H 2.104 -2.789 -5.185

Output
**Structure (SMILES)**: COCCCCCCc1cc2c(cc1S)C(=O)N(C(F)(F)c1cccc(C(F)(F)F)c1)C2=O.O=C1C=CC(=O)C=C1.O=C1C=CC(=O)C=C1.O=C1C=CC(=O)C=C1
**HOMO energy**: -9.3 eV
**F_max**: 0.030 hartree/bohr
**E**: -87406.035 eV

Atomic partial charges in e from the Löwdin method, atoms 1 to 5:
1. C -0.12
2. O -0.19
3. C -0.22
4. C -0.17
5. C -0.18

***

(3)
Formula: C41H34IrN4OS3
Source: OMol25
Level of theory: wB97M-V/def2-TZVPD

Element x y z (Å)
Ir 0.243 0.152 -0.796
C 2.927 1.270 -0.158
N 2.527 0.060 -0.880
C 3.037 0.027 -2.248
C 1.976 0.035 -3.310
C 2.382 0.075 -4.636
C 1.443 -0.045 -5.640
C 0.116 -0.213 -5.283
C -0.217 -0.207 -3.945
N 0.690 -0.064 -2.962
C 2.833 -1.153 -0.117
C 1.864 -2.265 -0.419
C 2.145 -3.561 -0.029
C 1.217 -4.557 -0.272
C 0.043 -4.236 -0.934
C -0.178 -2.922 -1.284
N 0.699 -1.942 -1.018
C 2.076 2.448 -0.562
C 2.538 3.741 -0.386
C 1.670 4.805 -0.553
C 0.357 4.550 -0.909
C -0.029 3.242 -1.112
N 0.806 2.204 -0.954
H 3.997 1.487 -0.243
H 2.690 1.111 0.892
H 3.625 -0.883 -2.389
H 3.716 0.865 -2.423
H 3.433 0.187 -4.869
H 1.742 -0.023 -6.680
H -0.657 -0.341 -6.028
H -1.242 -0.315 -3.632
H 2.715 -0.915 0.939
H 3.866 -1.483 -0.272
H 3.080 -3.779 0.472
H 1.410 -5.574 0.044
H -0.697 -4.987 -1.170
H -1.077 -2.621 -1.801
H 3.565 3.901 -0.086
H 2.009 5.819 -0.385
H -0.364 5.347 -1.022
H -1.035 3.001 -1.419
O 0.682 0.381 1.132
C 0.102 0.396 2.421
C -1.179 1.233 2.536
C -1.910 1.805 1.541
C -3.026 2.557 2.012
C -3.107 2.560 3.366
S -1.839 1.663 4.074
C -0.126 -1.033 2.937
C 0.769 -2.058 2.826
C 0.316 -3.270 3.415
C -0.921 -3.134 3.969
S -1.525 -1.552 3.784
C 1.147 1.062 3.315
C 1.913 2.147 3.009
C 2.688 2.610 4.110
C 2.487 1.865 5.229
S 1.374 0.596 4.951
H -1.672 1.695 0.500
H -3.729 3.059 1.362
H -3.834 3.046 3.998
H 1.744 -1.934 2.380
H 0.891 -4.186 3.443
H -1.501 -3.875 4.498
H 1.903 2.619 2.036
H 3.355 3.460 4.070
H 2.929 1.986 6.206
C -4.523 -2.763 0.348
C -3.203 -2.726 0.847
C -2.308 -1.812 0.374
C -2.662 -0.882 -0.637
C -1.727 0.051 -1.207
C -2.218 0.965 -2.109
C -3.570 0.984 -2.532
C -4.441 0.061 -2.050
C -4.010 -0.890 -1.093
C -4.918 -1.854 -0.584
H -5.221 -3.502 0.721
H -2.905 -3.419 1.623
H -1.307 -1.778 0.781
H -1.552 1.700 -2.546
H -3.896 1.730 -3.247
H -5.472 0.043 -2.384
H -5.938 -1.847 -0.949

Output
**HOMO energy**: -9.8 eV
**F_max**: 0.104 hartree/bohr
**Total charge**: +1
**Energy relative to the best compared isomer or geometry (same formula, charge and spin)**: 8.0 kcal/mol
**E**: -86416.383 eV

Atomic partial charges in e from the Löwdin method, atoms 1 to 5:
1. Ir 1.40
2. C -0.12
3. N -0.23
4. C -0.09
5. C -0.23

***

(4)
Formula: C41H35AsIrN4O6S2
Source: OMol25
Level of theory: wB97M-V/def2-TZVPD

Element x y z (Å)
Ir 0.710 -0.726 0.512
C -0.894 4.823 5.752
C -0.313 3.535 5.252
C -0.041 2.483 6.120
C 0.508 1.296 5.660
C 0.779 1.170 4.303
C 0.525 2.208 3.406
C -0.014 3.379 3.892
S 1.355 -0.375 3.752
O 1.592 -1.235 4.851
O 2.733 -0.090 3.035
N 0.449 -0.941 2.596
C -0.596 -1.845 2.916
C -1.148 -2.050 4.155
C -2.145 -3.026 4.344
C -2.588 -3.790 3.305
C -2.061 -3.583 2.010
C -2.488 -4.329 0.889
C -1.946 -4.072 -0.336
C -0.994 -3.052 -0.461
N -0.576 -2.325 0.556
C -1.075 -2.597 1.816
H -1.255 4.728 6.774
H -1.721 5.148 5.120
H -0.137 5.609 5.733
H -0.254 2.591 7.175
H 0.732 0.488 6.342
H 0.767 2.109 2.356
H -0.203 4.201 3.212
H -0.808 -1.486 5.012
H -2.549 -3.169 5.337
H -3.342 -4.551 3.451
H -3.237 -5.100 1.020
H -2.233 -4.625 -1.218
H -0.570 -2.855 -1.431
C 4.075 1.301 -1.758
S 3.128 0.031 1.426
O 4.435 0.528 1.463
O 2.041 0.895 0.886
O 2.859 -1.306 0.871
H 4.298 2.298 -2.136
H 3.362 1.416 -0.946
H 4.995 0.871 -1.364
N -3.267 5.097 0.306
C -3.516 3.904 0.881
O -4.460 3.684 1.604
C -2.528 2.778 0.614
C -2.850 1.541 1.152
C -1.981 0.483 1.001
N -0.817 0.606 0.341
C -0.507 1.796 -0.202
C -1.338 2.892 -0.091
H -3.935 5.836 0.461
H -2.518 5.267 -0.338
H -3.775 1.429 1.700
H -2.208 -0.487 1.414
H 0.435 1.863 -0.732
H -1.013 3.815 -0.550
C 3.449 1.703 -5.032
C 4.094 0.864 -4.186
C 3.479 0.417 -2.892
C 1.977 0.524 -2.945
C 1.362 1.381 -3.811
C 2.097 2.049 -4.811
As 0.905 -0.729 -1.955
C 1.386 -2.395 -2.767
C 2.505 -3.174 -2.523
C 2.704 -4.308 -3.300
C 1.788 -4.642 -4.291
C 0.658 -3.867 -4.512
C 0.440 -2.731 -3.742
C -0.739 -1.837 -3.820
C -1.822 -2.016 -4.674
C -2.898 -1.142 -4.624
C -2.912 -0.088 -3.719
C -1.838 0.106 -2.861
C -0.758 -0.760 -2.921
H 3.960 2.094 -5.901
H 5.122 0.578 -4.368
H 3.778 -0.618 -2.698
H 0.284 1.498 -3.804
H 1.592 2.733 -5.478
H 3.211 -2.916 -1.743
H 3.570 -4.933 -3.131
H 1.953 -5.524 -4.894
H -0.045 -4.156 -5.283
H -1.832 -2.836 -5.380
H -3.735 -1.286 -5.293
H -3.758 0.586 -3.684
H -1.856 0.941 -2.171

Output
**HOMO energy (alpha / beta)**: -11.8 / -13.5 eV
**2S+1**: 2
**F_max**: 0.015 hartree/bohr
**Total charge**: +2
**Energy relative to the best compared isomer or geometry (same formula, charge and spin)**: 34.7 kcal/mol
**E**: -146664.847 eV

Atomic partial charges in e from the Löwdin method, atoms 1 to 5:
1. Ir 1.21
2. C -0.02
3. C -0.23
4. C 0.00
5. C -0.02

***

(5)
Formula: C41H35BrN4O3PSTa
Source: OMol25
Level of theory: wB97M-V/def2-TZVPD

Element x y z (Å)
Ta 0.128 -0.020 -0.250
Br -3.106 -4.382 -5.312
C -2.411 -3.030 -4.221
C -1.869 -1.881 -4.794
C -1.357 -0.872 -3.996
C -1.371 -1.012 -2.625
O -0.852 -0.014 -1.844
C -1.910 -2.154 -2.036
C -2.057 -2.276 -0.613
N -1.527 -1.491 0.261
C -1.917 -1.590 1.618
C -2.370 -2.703 2.267
C -2.832 -2.594 3.599
C -2.852 -1.382 4.228
C -2.354 -0.229 3.571
C -2.376 1.065 4.135
C -1.867 2.110 3.422
C -1.280 1.872 2.168
N -1.248 0.683 1.594
C -1.831 -0.358 2.278
C -2.445 -3.160 -2.850
H -1.858 -1.776 -5.871
H -0.944 0.028 -4.433
H -2.733 -3.059 -0.271
H -2.382 -3.667 1.774
H -3.201 -3.477 4.102
H -3.242 -1.286 5.234
H -2.805 1.214 5.119
H -1.886 3.119 3.809
H -0.815 2.681 1.630
H -2.873 -4.045 -2.397
N 0.979 -1.864 1.395
N 0.943 -3.040 0.619
C 1.151 -2.891 -0.746
O 1.414 -3.810 -1.465
O 1.018 -1.624 -1.114
H 1.932 -1.669 1.711
H 0.384 -2.042 2.198
H 1.356 -3.875 1.011
C 4.196 -0.383 -4.861
C 5.092 -0.350 -3.803
C 4.636 -0.143 -2.510
C 3.273 0.032 -2.276
C 2.376 -0.001 -3.341
C 2.837 -0.212 -4.630
P 2.698 0.443 -0.615
C 3.884 -0.297 0.525
C 4.475 0.416 1.563
C 5.378 -0.215 2.407
C 5.675 -1.559 2.234
C 5.081 -2.280 1.203
C 4.190 -1.653 0.347
C 2.818 2.232 -0.525
C 3.990 2.937 -0.608
C 3.967 4.347 -0.650
C 2.769 5.005 -0.651
C 1.543 4.295 -0.612
C 0.297 4.965 -0.690
C -0.873 4.262 -0.709
C -0.850 2.856 -0.606
C 0.326 2.146 -0.473
C 1.560 2.883 -0.521
H 4.555 -0.543 -5.869
H 6.150 -0.490 -3.983
H 5.344 -0.125 -1.691
H 1.316 0.133 -3.168
H 2.139 -0.248 -5.455
H 4.246 1.464 1.705
H 5.855 0.346 3.201
H 6.378 -2.046 2.897
H 5.330 -3.323 1.054
H 3.754 -2.208 -0.477
H 4.939 2.416 -0.655
H 4.896 4.898 -0.704
H 2.741 6.087 -0.702
H 0.288 6.047 -0.757
H -1.821 4.777 -0.796
H -1.803 2.334 -0.631
C 1.740 2.371 3.594
S 1.596 0.656 3.066
C 1.150 -0.119 4.635
H 0.808 2.714 4.042
H 1.963 2.971 2.711
H 2.551 2.473 4.313
H 2.000 -0.083 5.315
H 0.891 -1.161 4.451
H 0.296 0.388 5.082

Output
**HOMO energy**: -13.3 eV
**F_max**: 0.033 hartree/bohr
**Total charge**: +2
**Energy relative to the best compared isomer or geometry (same formula, charge and spin)**: 3.3 kcal/mol
**E**: -146896.736 eV

Atomic partial charges in e from the Löwdin method, atoms 1 to 5:
1. Ta 1.82
2. Br 0.84
3. C -0.67
4. C -0.06
5. C 0.03